{
  "formula": "C3H9NO2S2",
  "method": "the ωB97M-V functional and the def2-TZVPD basis",
  "elements": ["C", "C", "N", "C", "S", "O", "O", "S", "H", "H", "H", "H", "H", "H", "H", "H", "H"],
  "positions_angstrom": [[-1.92415, -0.84308, 0.12827], [-0.72032, 0.10096, 0.42796], [-0.60816, 1.23636, -0.43544], [0.61317, -0.84485, 0.06794], [2.21513, 0.08389, 0.28652], [2.19897, 0.60419, 1.63540], [1.95832, 1.32293, -0.77435], [3.69238, -0.79563, -0.41021], [-1.91017, -1.41421, -0.85674], [-2.69856, -0.05757, 0.00604], [-2.10961, -1.46837, 0.90704], [-0.82603, 0.33243, 1.47598], [-0.84041, 0.84535, -1.44759], [-1.18066, 2.05131, -0.23547], [0.68172, -1.74306, 0.72751], [0.46210, -1.05085, -0.93726], [0.99627, 1.64018, -0.56560]],
  "homo_lumo_gap_ha": 0.3544,
  "lumo_energy_ev": 0.49,
  "relative_energy_ev": 2.427,
  "homo_ha": -0.3365,
  "smiles": "C[C@H](N)C[S@](=O)(O)=S",
  "molar_mass_da": 155.24
}